--- A ---
Density functional theory data (ωB97M-V with the def2-TZVPD basis set) for an isolated ion of composition C2H3O2S2 and charge -1.

Kohn-Sham gap	6.724	eV
charge	-1
HOMO energy	-3.2	eV

CARTESIAN COORDINATES (ANGSTROEM)
C  -1.25915  0.25188  -0.04970
C  -0.14100  -0.54866  0.33541
O  1.71023  1.01674  -1.32305
O  2.33971  0.42650  0.98331
S  -1.24057  -1.46581  -0.75340
S  1.94727  -0.05564  -0.35176
H  -2.10934  0.55192  0.60662
H  -1.01093  1.00708  -0.78577
H  -0.23622  -1.18399  1.33834

--- B ---
Density functional theory data (ωB97M-V with the def2-TZVPD basis set) for an isolated ion of composition C2H3O2S2 and charge -1.

SMILES	C=CS(=O)(=O)[S-]
Kohn-Sham gap	7.783	eV
charge	-1
HOMO energy	-4.0	eV

CARTESIAN COORDINATES (ANGSTROEM)
C  0.10688  -0.61874  -1.30834
C  -0.47994  -0.66956  -0.11383
S  -0.06478  0.75984  0.98613
O  -0.59099  1.93127  0.33362
O  -0.71821  0.50896  2.28872
S  1.91492  0.69965  1.12035
H  0.21102  -1.40934  -2.12089
H  0.74939  0.22646  -1.48915
H  -1.12831  -1.42853  0.30339

--- C ---
Density functional theory data (ωB97M-V with the def2-TZVPD basis set) for an isolated ion of composition C2H3O2S2 and charge -1.

SMILES	O=C(O)[C@@H]([S-])S
Kohn-Sham gap	6.595	eV
charge	-1
HOMO energy	-3.2	eV

CARTESIAN COORDINATES (ANGSTROEM)
O  0.63066  0.68312  -1.61377
C  0.16758  0.42459  -0.49235
O  -0.60132  1.39127  -0.01831
C  0.64307  -0.63836  0.40542
S  1.27099  0.15949  1.90470
S  -0.93101  -1.76972  0.58392
H  -0.61623  1.93871  -0.84532
H  1.28837  -1.27837  -0.14111
H  -1.85210  -0.91074  0.21681

What should be chosen as the most stable of them? Choose C.

--- A ---
Density functional theory data (ωB97M-V with the def2-TZVPD basis set) for one molecule with the formula C2H4N2S2.

Kohn-Sham gap (alpha / beta)	8.583 / 5.676	eV
charge	0
HOMO energy (alpha / beta)	-9.3 / -7.9	eV

CARTESIAN COORDINATES (ANGSTROEM)
C  -0.24399  -0.40908  0.63976
C  0.62380  0.28499  -0.46432
N  -1.56691  -0.61108  0.25392
N  -2.40998  0.23222  0.22877
S  -3.84448  0.77311  0.02366
S  1.43593  1.70007  0.25768
H  0.16823  -1.43017  0.65272
H  -0.05448  0.17236  1.43725
H  1.42321  -0.38040  -0.79334
H  -0.13873  0.70603  -1.11914

--- B ---
Density functional theory data (ωB97M-V with the def2-TZVPD basis set) for one molecule with the formula C2H4N2S2.

SMILES	[H]/N=C(/N)C(=S)S
Kohn-Sham gap	7.824	eV
charge	0
HOMO energy	-9.1	eV

CARTESIAN COORDINATES (ANGSTROEM)
H  1.47129  -1.12220  -0.84218
N  1.55024  -0.21168  -0.45482
C  0.34232  0.31193  -0.07269
N  -0.05993  1.51304  0.49212
C  -0.85849  -0.62360  -0.09816
S  -2.46224  -0.09332  -0.16294
S  -0.44529  -2.16307  0.17310
H  0.67314  2.19514  0.29540
H  -1.04822  1.81210  -0.19416
H  0.83719  -1.61835  0.86434

--- C ---
Density functional theory data (ωB97M-V with the def2-TZVPD basis set) for one molecule with the formula C2H4N2S2.

SMILES	[H]/N=C(/N)C(=S)S
Kohn-Sham gap	7.799	eV
charge	0
HOMO energy	-9.3	eV

CARTESIAN COORDINATES (ANGSTROEM)
H  -0.29880  -1.88758  -0.53175
N  0.63991  -1.44972  -0.39676
C  0.44272  -0.15919  -0.14700
N  1.48521  0.64373  0.35408
C  -0.88432  0.56744  -0.19084
S  -0.87796  2.29094  -0.19237
S  -2.38977  -0.34078  0.07479
H  2.39290  0.21697  0.14213
H  1.35262  1.58793  0.33820
H  -1.86251  -1.46974  0.54953

What should be chosen as the most stable of them? Choose C.

--- A ---
Density functional theory data (ωB97M-V with the def2-TZVPD basis set) for one molecule with the formula C2H4N2S2.

SMILES	[S-][N+]1=NCSC1
Kohn-Sham gap (alpha / beta)	7.143 / 7.887	eV
charge	0
HOMO energy (alpha / beta)	-8.4 / -8.8	eV

CARTESIAN COORDINATES (ANGSTROEM)
S  2.14093  -0.46558  -1.69296
N  0.92519  -0.03963  -0.81731
N  -0.13897  -1.28717  -0.17057
C  -0.51299  -0.82802  1.05059
S  -0.68725  1.08523  1.03884
C  -0.05797  0.98838  -0.64791
H  -1.34651  -1.32052  1.61074
H  0.19354  -0.83692  1.83007
H  0.36287  1.93599  -0.93093
H  -0.87883  0.76823  -1.27056

--- B ---
Density functional theory data (ωB97M-V with the def2-TZVPD basis set) for one molecule with the formula C2H4N2S2.

Kohn-Sham gap	7.966	eV
charge	0
HOMO energy	-7.9	eV

CARTESIAN COORDINATES (ANGSTROEM)
C  1.65856  0.27255  -1.04423
C  -1.61192  0.04807  0.52328
N  1.41504  -0.89819  -0.82669
N  0.76342  -1.29732  0.14597
S  1.14557  1.44997  0.26231
S  0.15211  -0.14939  1.16415
H  2.36599  0.60883  -1.85342
H  -1.72775  -0.97632  -0.07126
H  -1.93319  1.02727  0.20324
H  -2.22782  -0.08546  1.49666

What should be chosen as the most stable of them? Choose B.

--- A ---
Density functional theory data (ωB97M-V with the def2-TZVPD basis set) for C3H16N2O3 as an isolated structure.

Kohn-Sham gap	3.985	eV
charge	0
HOMO energy	-8.2	eV

CARTESIAN COORDINATES (ANGSTROEM)
N  3.41878  -0.56369  0.20011
C  1.00475  -1.01581  0.60999
C  0.26455  -0.24870  -0.43969
C  0.24455  1.22623  -0.08318
N  1.56025  1.83285  -0.27720
H  3.95492  -0.35213  1.03635
H  0.87330  -2.09291  0.48013
H  0.72775  -0.76773  1.63466
H  2.23933  -0.84785  0.41095
H  -0.76189  -0.68092  -0.29949
H  0.67957  -0.45210  -1.42736
H  -0.43273  1.82392  -0.67789
H  -0.02251  1.35334  0.96699
H  2.35333  1.25497  -0.04999
H  1.68735  2.16344  -1.22650
H  -1.96745  -1.15972  2.26328
H  -2.68081  -0.83181  0.73655
O  -1.87984  -0.61565  1.47050
H  -2.79047  0.45107  -1.01950
H  -3.04495  1.97102  -1.47535
O  -2.37857  1.28896  -1.36722
H  3.89405  -1.08593  -0.52690
H  -3.50532  -1.79046  -0.56432
O  -3.43792  -0.86038  -0.37492

--- B ---
Density functional theory data (ωB97M-V with the def2-TZVPD basis set) for a 4-piece molecular cluster, C3H16N2O3 overall.

SMILES	CNCCN.O.O.O
Kohn-Sham gap	9.278	eV
charge	0
HOMO energy	-8.8	eV

CARTESIAN COORDINATES (ANGSTROEM)
C  -1.78415  -0.64889  -0.06943
N  -0.60715  0.25642  -0.12041
C  -0.08731  0.53573  -1.56545
C  0.54049  -0.78265  -1.98934
N  1.49522  -0.54003  -3.09633
H  -1.35333  -1.50265  0.41386
H  -2.60196  -0.26728  0.63490
H  -2.37517  -0.86373  -0.99848
H  -0.89765  1.09814  0.35053
H  0.82414  1.24638  -1.38660
H  -0.70987  1.17862  -2.18373
H  -0.15285  -1.61879  -2.09785
H  0.99443  -1.08696  -0.93126
H  1.05081  0.13298  -3.77504
H  1.89421  -1.32490  -3.47007
O  -1.37037  1.46832  6.07095
H  -0.90989  1.09208  6.80538
H  -1.84659  0.82772  5.63305
O  4.11453  -3.63274  -4.33043
H  4.58095  -2.73839  -4.23273
H  4.71331  -4.24790  -3.79907
O  -2.33162  3.38576  3.97694
H  -2.62882  3.04703  3.08602
H  -2.11270  2.61716  4.47387

What should be chosen as the most stable of them? Choose B.

--- A ---
Density functional theory data (ωB97M-V with the def2-TZVPD basis set) for C4H12N4O as an isolated structure.

Kohn-Sham gap	8.423	eV
charge	0
HOMO energy	-7.8	eV

CARTESIAN COORDINATES (ANGSTROEM)
C  -1.49718  0.02628  -1.19038
C  -1.02743  -0.07725  1.31254
C  -0.52568  -0.33717  -0.08541
O  0.24096  -2.35035  0.82097
N  0.07442  -1.55064  -0.35973
H  0.21758  -3.25195  0.47760
H  -1.05684  -0.13506  -2.17384
H  -1.81733  1.06535  -1.11281
H  -2.38191  -0.61188  -1.11667
H  -1.39727  0.94327  1.40360
H  -0.24524  -0.25187  2.04724
H  -1.87257  -0.73265  1.53632
N  2.40776  -0.52006  -0.52898
N  0.60251  2.36402  0.19173
C  0.89473  1.10314  -0.36688
N  1.96547  0.47337  0.17462
H  3.10549  -1.00204  0.04468
H  1.11590  -1.36437  -0.71666
H  0.67884  2.37168  1.20058
H  -0.28510  2.74222  -0.10552
H  0.80288  1.09595  -1.45301

--- B ---
Density functional theory data (ωB97M-V with the def2-TZVPD basis set) for C4H12N4O as an isolated structure.

Kohn-Sham gap	7.432	eV
charge	0
HOMO energy	-6.8	eV

CARTESIAN COORDINATES (ANGSTROEM)
C  -1.83192  -0.57195  0.98320
C  0.72336  0.63730  1.74674
N  -0.76068  -0.44629  -0.02814
C  0.64429  -0.30754  0.57229
N  -0.77178  -1.52599  -0.97050
N  1.53975  -1.21465  0.44204
H  -0.84556  -2.41751  -0.48377
H  -1.58709  -1.42737  -1.56872
H  1.32029  -1.82052  -0.34730
H  -2.78291  -0.77203  0.48701
H  -1.63182  -1.41816  1.64613
H  -1.89567  0.32809  1.59046
H  0.55957  0.08920  2.67979
H  1.72469  1.06520  1.75529
H  0.01166  1.45936  1.68048
N  1.71490  1.42382  -2.07162
C  0.71470  1.36741  -1.17854
O  -0.36903  1.95802  -1.41564
H  2.52756  0.86614  -1.85523
H  1.69767  2.02206  -2.89079
H  -0.70198  0.70540  -0.77319

--- C ---
Density functional theory data (ωB97M-V with the def2-TZVPD basis set) for one molecule with the formula C4H12N4O.

SMILES	[H]/N=C(\N)C[C@@H](N)[C@@H](N)O
Kohn-Sham gap	9.519	eV
charge	0
HOMO energy	-8.8	eV

CARTESIAN COORDINATES (ANGSTROEM)
H  -2.49949  2.42736  -0.79898
N  -1.69091  2.19361  -0.21412
C  -1.60287  0.91658  -0.02777
N  -2.51136  0.09986  -0.63141
C  -0.47807  0.48575  1.06819
C  0.22517  -0.81675  0.85633
N  -0.36856  -1.85962  0.04685
C  1.71745  -0.36488  0.15050
N  1.51808  0.03819  -1.22453
O  2.44531  0.61632  0.84725
H  -3.00281  0.41295  -1.45911
H  -2.24999  -0.88223  -0.70074
H  -1.02049  0.45152  2.01739
H  0.15716  1.36762  1.18490
H  0.44719  -1.22869  1.84726
H  -0.15169  -1.63988  -0.93326
H  0.06669  -2.75872  0.24398
H  2.31417  -1.28473  0.16832
H  0.94909  0.89238  -1.22818
H  2.40903  0.26362  -1.65957
H  3.32690  0.66971  0.44669

--- D ---
Density functional theory data (ωB97M-V with the def2-TZVPD basis set) for C4H12N4O as an isolated structure.

Kohn-Sham gap (alpha / beta)	6.904 / 8.367	eV
charge	0
HOMO energy (alpha / beta)	-7.4 / -8.0	eV

CARTESIAN COORDINATES (ANGSTROEM)
C  0.19814  0.09369  -1.94234
C  1.11213  1.52810  -0.07391
C  0.48660  0.19828  -0.45285
O  2.30399  -0.70427  0.70518
N  1.12228  -0.97373  0.03364
H  2.72613  -1.57419  0.77039
H  -0.08148  -0.91974  -2.23209
H  -0.63160  0.76029  -2.18685
H  0.44341  2.32614  -0.39856
H  2.08920  1.64942  -0.54528
H  1.22940  1.62311  1.00458
H  1.06763  0.39696  -2.53114
C  -1.06707  -0.05445  0.61151
N  -1.97843  -0.83011  -0.15438
N  -0.25458  -0.90249  1.52880
N  -1.54050  0.98607  1.30072
H  -2.86357  -0.96453  0.31767
H  -1.60728  -1.70510  -0.50407
H  0.09430  -0.35067  2.31063
H  -0.44445  -1.90148  1.56259
H  -2.40423  1.31871  0.87577

What should be chosen as the most stable of them? Choose C.

--- A ---
Density functional theory data (ωB97M-V with the def2-TZVPD basis set) for one molecule with the formula C5H9NSi.

SMILES	Cc1[nH]ccc1[SiH3]
Kohn-Sham gap	8.649	eV
charge	0
HOMO energy	-7.7	eV

CARTESIAN COORDINATES (ANGSTROEM)
C  0.66272  1.67842  -0.58380
C  0.84050  0.28497  -0.17121
N  2.09720  -0.19233  -0.17844
C  2.02370  -1.44294  0.44268
C  0.70066  -1.88912  0.50695
C  -0.06205  -0.75383  0.03142
Si  -2.32792  -0.51914  0.04358
H  0.46146  2.06603  -1.54258
H  -0.42157  1.99906  -0.18432
H  1.45950  2.24880  -0.18086
H  2.90237  0.35985  -0.02297
H  2.91193  -1.98946  0.58791
H  0.30392  -2.89981  0.63156
H  -2.76612  -1.45404  -1.15175
H  -2.59448  0.86758  -0.45438
H  -2.53998  -0.90795  1.35230

--- B ---
Density functional theory data (ωB97M-V with the def2-TZVPD basis set) for one molecule with the formula C5H9NSi.

SMILES	N[SiH2]C1C=CC=C1
Kohn-Sham gap	9.473	eV
charge	0
HOMO energy	-8.5	eV

CARTESIAN COORDINATES (ANGSTROEM)
N  -1.53309  0.95854  -0.85621
Si  -1.71465  -0.39007  0.15733
C  0.10776  -0.94758  0.59229
C  0.84784  0.27283  1.35928
C  1.67980  0.78056  0.46574
C  1.67544  0.00128  -0.74827
C  0.82857  -0.99795  -0.66110
H  -1.07465  1.77884  -0.36865
H  -1.98099  1.02839  -1.80318
H  -2.50480  -1.19929  -0.66507
H  -2.28749  -0.19205  1.46334
H  0.09833  -1.88482  1.11460
H  0.58786  0.65908  2.31105
H  2.51719  1.51385  0.63688
H  2.18368  0.26620  -1.55954
H  0.56922  -1.64779  -1.43849

What should be chosen as the most stable of them? Choose B.